(1)
23
Properties=species:S:1:pos:R:3:forces:R:3:mulliken_charge:R:1 method="wB97M-V/def2-TZVPD" orbital_gap_ev="11.288 / 3.991" multiplicity=2 total_charge=+1 relative_energy_kcal_mol=18.4 homo_ev="-14.6 / -14.5" lumo_ha="-0.1202 / -0.3862" total_energy_ha=-424.42301
C 0.6643 -0.5079 2.1201 -0.217 -2.391 0.852 -1.17
C -0.1322 -0.7133 0.8492 -0.339 2.916 0.857 0.72
C -1.4771 -0.1184 0.9454 -0.245 -0.660 -0.173 -1.10
H 0.8100 0.5582 2.2843 0.153 0.215 -0.051 0.37
H 1.5345 -1.1617 2.2037 0.484 0.647 -0.693 0.38
H 0.1491 -0.9185 3.0015 -0.449 0.600 0.060 0.38
H -0.1522 -1.8521 0.6207 0.680 -0.638 -0.586 0.38
H 0.3701 -0.2470 -0.0221 0.001 -0.946 -0.571 -0.29
H -1.5472 0.9163 1.3487 0.416 -0.065 0.220 0.33
H -2.0292 -0.0671 0.0071 0.108 -0.270 -0.064 0.42
H -2.0126 -0.6805 1.7246 -0.295 0.054 0.101 0.38
H 1.3240 -0.4188 -2.2778 -0.097 -0.002 -0.208 0.26
H 1.4806 0.7576 -3.2365 0.148 0.012 0.187 0.33
O 1.9867 0.1284 -2.7047 0.051 -0.287 -0.038 -0.60
H -1.3669 2.5674 -1.1596 -0.199 -0.172 -0.007 0.37
H -2.2567 2.0329 -0.0083 -0.387 0.231 -0.375 0.32
O -1.5945 2.6884 -0.2295 0.250 0.139 0.250 -0.61
H 0.5895 3.0263 -0.9892 0.232 0.104 0.096 0.30
H 1.2149 1.6740 -0.6731 0.281 0.206 -0.163 0.33
O 1.0060 2.2630 -1.4068 -0.424 0.095 0.125 -0.56
H 0.5353 -4.0852 -0.5625 0.154 0.032 -0.008 0.32
H 0.6270 -2.6854 -1.2981 0.229 -0.365 -0.188 0.32
O 0.2764 -3.1566 -0.5371 -0.536 0.545 0.378 -0.57

***

(2)
24
Properties=species:S:1:pos:R:3:forces:R:3:mulliken_charge:R:1 method="wB97M-V/def2-TZVPD" orbital_gap_ev=9.513 multiplicity=1 relative_energy_kcal_mol=27.5 homo_ev=-9.1 lumo_ha=0.0169 total_energy_ha=-823.01713 smiles=CCCS.O.O.O.O
C 1.3048 0.6157 2.8209 -0.601 0.087 0.368 -1.16
C 1.4045 1.3891 1.5237 1.701 1.538 -0.038 -0.27
C 1.5179 2.9157 1.9190 -1.482 -0.537 -1.565 -0.63
S 1.0358 4.0679 0.5184 0.254 -0.380 0.607 -0.23
H 0.3719 0.9162 3.3185 0.184 -0.061 0.037 0.32
H 2.1261 0.8682 3.5083 -0.167 -0.194 -0.285 0.30
H 1.2234 -0.4612 2.7080 0.262 -0.160 -0.133 0.29
H 2.3785 1.2536 1.0274 -0.319 -0.650 -0.013 0.28
H 0.6441 1.1546 0.7720 -0.156 0.188 0.461 0.28
H 2.5424 3.1772 2.1468 -0.011 -0.079 0.505 0.37
H 0.7909 3.0940 2.7078 0.386 0.312 0.258 0.36
H 0.7432 3.0993 -0.3448 -0.053 -0.088 -0.200 0.09
O -3.4322 -3.3534 -3.0681 0.214 -0.036 0.109 -0.61
H -4.1971 -3.3358 -3.6396 -0.261 -0.059 -0.222 0.29
H -3.4992 -2.5501 -2.5402 0.118 0.089 0.071 0.35
O -0.9822 -4.4980 -0.8283 0.838 0.214 -0.954 -0.64
H -0.3984 -4.9834 -1.4372 -0.181 -0.419 0.634 0.34
H -1.0732 -3.7149 -1.3890 -0.668 0.348 0.383 0.29
O 0.9338 -1.9348 -0.0549 -0.285 -0.315 0.079 -0.61
H 0.4095 -2.7242 0.1426 -0.175 -0.021 -0.332 0.35
H 1.4791 -1.8765 0.7281 0.393 0.276 0.203 0.29
O -1.8958 -1.1857 -2.2026 -0.745 -0.114 0.591 -0.64
H -1.4736 -0.3830 -1.8851 0.334 -0.207 -0.295 0.29
H -1.4273 -1.5753 -2.9369 0.422 0.270 -0.270 0.33

***

(3)
24
Properties=species:S:1:pos:R:3:forces:R:3:mulliken_charge:R:1 method="wB97M-V/def2-TZVPD" orbital_gap_ev=10.552 multiplicity=1 relative_energy_kcal_mol=10.2 homo_ev=-10.2 lumo_ha=0.0135 total_energy_ha=-500.08723 smiles=CC(C)O.O.O.O.O
C 1.8126 0.7696 0.8891 1.837 -1.068 1.236 -1.04
C 1.9770 -0.3488 -0.1343 0.940 1.438 -0.266 0.44
C 2.6808 -1.6015 0.3948 0.095 0.433 -2.824 -1.38
O 0.6709 -0.6355 -0.5763 0.169 -1.744 -0.053 -0.61
H 1.0077 1.3528 0.5423 -0.835 1.113 -0.137 0.23
H 2.7442 1.3837 1.0549 -0.979 -0.646 -0.120 0.36
H 1.5307 0.2418 1.8212 0.019 0.705 -0.084 0.24
H 2.5453 0.0994 -0.9740 -0.076 -0.535 0.109 0.33
H 3.6963 -1.3680 0.7290 -0.320 -0.116 0.168 0.36
H 2.7320 -2.2977 -0.4871 0.193 0.415 0.913 0.31
H 2.0609 -2.0595 1.1104 -0.514 -0.583 1.276 0.39
H 0.3486 0.0201 -1.1989 -0.099 0.639 -0.269 0.36
O -0.6848 1.3903 -1.8788 1.708 2.057 0.578 -0.72
H -1.4875 0.9355 -1.8553 -2.301 -1.565 -0.191 0.32
H -0.8558 2.1085 -1.2279 0.468 -0.648 -0.503 0.32
O -1.5372 -1.1164 0.7586 0.895 1.885 0.038 -0.76
H -1.5032 -0.1238 0.8572 -0.990 -1.148 0.047 0.32
H -0.6195 -1.0979 0.3778 -0.368 -1.004 -0.133 0.50
O -3.4615 -0.7825 -1.2888 0.725 -0.288 0.683 -0.64
H -2.9369 -1.2938 -0.5869 -1.186 0.789 -1.076 0.39
H -4.3464 -1.1336 -1.4727 0.694 -0.218 0.483 0.28
O -1.8301 1.9124 0.8356 0.608 0.001 -0.008 -0.63
H -2.7396 1.9614 0.5365 -0.325 -0.158 0.303 0.30
H -1.8045 1.6834 1.7736 -0.360 0.246 -0.170 0.31

***

(4)
25
Properties=species:S:1:pos:R:3:forces:R:3:mulliken_charge:R:1 method="wB97M-V/def2-TZVPD" orbital_gap_ev=4.438 multiplicity=1 total_charge=+1 relative_energy_kcal_mol=196.7 homo_ev=-14.2 lumo_ha=-0.3603 total_energy_ha=-459.23168
C -0.5808 0.1697 0.7822 -2.918 -1.678 -1.212 -0.73
C 0.7259 1.0558 0.6927 2.243 1.463 0.153 -0.04
C 0.4570 2.5486 0.7356 -0.963 -0.283 0.332 -1.42
N -3.3335 -0.6088 0.0113 0.240 -0.601 0.381 -0.54
N -0.5362 -1.2348 0.6456 2.612 1.965 0.276 -0.30
H -1.1866 0.4352 1.6571 0.782 0.021 0.726 0.57
H -1.1613 0.4932 -0.0991 0.314 0.268 -0.129 0.42
H 1.2686 0.7590 -0.2036 -0.459 -0.186 -0.183 0.34
H 1.3775 0.8146 1.5389 -0.414 -0.416 0.073 0.37
H -0.0776 2.7962 1.6576 0.117 0.122 -0.034 0.39
H -0.1199 2.9642 -0.0917 0.104 -0.283 -0.139 0.36
H -3.7432 -1.0608 -0.8063 -0.102 0.295 0.132 0.28
H 1.4119 3.0777 0.7743 0.153 -0.189 -0.048 0.40
H -3.9805 -0.6700 0.7973 -0.175 0.175 -0.323 0.29
H -2.5134 -1.1513 0.2843 -0.080 0.078 -0.210 0.24
H -0.0030 -1.7161 1.3809 -0.813 -0.233 0.465 0.35
H 2.3223 -1.3845 0.0421 0.599 0.018 -0.209 0.33
H 1.4155 -2.4233 -1.8047 -0.400 -0.057 0.589 0.21
O 1.1944 -1.6496 -1.2466 -0.234 -0.026 0.211 -0.72
H -0.1290 -1.5140 -0.2851 -0.050 -0.822 -1.209 0.40
H 3.7475 -1.2970 0.7487 -0.526 0.154 -0.227 0.31
O 2.8974 -0.8453 0.6144 0.280 -0.144 0.597 -0.61
H 0.0507 0.7173 -3.2076 0.204 -0.466 0.358 0.31
H 0.5484 -0.5321 -2.2587 -0.421 0.773 -0.383 0.39
O -0.0522 0.2558 -2.3598 -0.093 0.052 0.013 -0.59

***

(5)
25
Properties=species:S:1:pos:R:3:forces:R:3:mulliken_charge:R:1 method="wB97M-V/def2-TZVPD" orbital_gap_ev=10.285 multiplicity=1 total_charge=+1 relative_energy_kcal_mol=85.8 homo_ev=-13.2 lumo_ha=-0.1087 total_energy_ha=-459.40843
C -1.4315 1.3710 -2.0406 -1.942 -1.586 0.538 -0.54
N -2.0621 2.1778 -0.9413 -0.621 -1.522 -1.257 -0.53
C -0.2251 0.8108 -1.3016 -3.121 0.430 4.020 -0.59
N -0.3970 -0.5643 -0.6625 0.027 -0.654 1.291 0.01
C 0.0954 -0.6401 0.8214 1.486 -4.689 -0.667 -0.97
H -2.1615 0.6078 -2.6494 1.459 1.172 2.373 0.34
H -1.0908 1.8248 -2.9548 0.376 1.332 0.034 0.32
H -3.0673 2.1954 -0.9237 -0.261 0.076 -0.375 0.22
H -1.7239 3.1010 -1.0053 0.278 1.297 0.059 0.21
H 0.5274 0.7995 -1.8981 5.070 -0.959 -3.987 0.48
H 0.1341 1.5356 -0.4817 -1.093 -1.121 -1.134 0.24
H 0.1206 -1.3216 -1.2567 -0.845 1.072 0.835 0.28
H -1.4038 -0.8147 -0.6090 0.744 0.347 -0.403 0.41
H -0.5195 -1.3556 1.5520 1.235 1.089 -2.297 0.31
H 1.2283 -0.9125 0.8131 -2.208 0.121 -0.104 0.39
H 0.0599 0.2381 1.3001 -0.590 3.700 1.099 0.43
H 3.0982 -3.2243 -0.0113 1.615 -1.590 -0.691 0.29
H 1.6747 -3.1318 0.4587 -1.278 -1.177 0.259 0.31
O 2.4547 -2.6464 0.3076 -0.247 2.637 0.394 -0.61
H 0.1910 -2.8260 -3.1034 1.541 0.755 1.801 0.32
H 1.7167 -2.5131 -2.6796 -1.662 0.022 0.625 0.34
O 0.7759 -2.4954 -2.3310 0.032 -0.756 -2.406 -0.67
H 0.6530 3.0687 5.8819 1.043 1.114 -0.564 0.31
H 0.9675 2.2742 7.2004 2.102 0.033 1.677 0.31
O 0.3853 2.4412 6.5150 -3.139 -1.146 -1.124 -0.63

***

(6)
28
Properties=species:S:1:pos:R:3:forces:R:3:mulliken_charge:R:1 method="wB97M-V/def2-TZVPD" orbital_gap_ev=9.645 multiplicity=1 relative_energy_kcal_mol=33.4 homo_ev=-9.3 lumo_ha=0.0130 total_energy_ha=-664.98630 smiles="NCCNC(N)=O.O.O.O.O"
N -0.8299 -2.7862 -0.7002 0.094 -0.332 0.367 -0.57
C 0.4470 -2.0773 -0.6681 -0.898 -0.513 0.150 -0.15
C 0.6709 -1.5434 0.7367 1.677 0.668 0.466 -0.70
N -0.4219 -0.8775 1.3859 -0.569 0.301 -0.929 -0.05
C -0.7619 0.4591 1.5428 0.625 -0.951 1.551 0.34
N 0.0727 1.4796 1.2377 0.023 0.012 -0.030 -0.22
O -1.7965 0.6559 2.1864 -0.442 0.546 -0.841 -0.73
H -1.6492 -2.1920 -0.7418 0.157 0.097 -0.212 0.18
H -0.8581 -3.5035 -1.4057 -0.136 0.078 -0.112 0.22
H 0.4748 -1.3443 -1.4767 0.398 0.345 0.073 -0.01
H 1.2288 -2.8117 -0.8589 0.111 0.126 -0.147 0.35
H 1.0569 -2.3595 1.3567 -0.828 -0.368 0.059 0.29
H 1.5670 -0.9216 0.8389 -0.203 0.408 -0.578 0.39
H -1.2906 -1.3872 1.3941 0.086 -0.424 0.342 0.33
H -0.1689 2.3242 1.7247 -0.038 0.124 -0.171 0.22
H 0.8975 1.5116 0.6560 -0.112 -0.264 0.079 0.15
O -2.9443 -0.1933 -0.6074 0.419 -0.292 -0.508 -0.61
H -3.8937 -0.2097 -0.7659 0.146 0.164 0.451 0.27
H -2.7446 0.1355 0.2800 -0.550 0.158 0.190 0.35
O 0.0867 1.0947 -2.4184 0.473 0.267 -0.138 -0.70
H 0.0629 0.2581 -1.9442 -0.557 -0.015 -0.167 0.33
H -0.7294 1.2373 -2.9028 -0.186 -0.314 0.215 0.27
O 3.2866 0.4384 -0.1505 0.362 -0.661 -0.031 -0.58
H 2.3791 0.5420 -0.4429 0.073 0.340 -0.103 0.24
H 3.7653 0.2788 -0.9732 0.037 0.113 0.163 0.30
O 1.7982 2.5614 -0.9696 0.030 -0.328 0.005 -0.64
H 1.6579 3.4745 -0.7135 -0.308 0.011 -0.219 0.29
H 1.0589 2.2124 -1.5128 0.116 0.705 0.076 0.43

***

(7)
30
Properties=species:S:1:pos:R:3:forces:R:3:mulliken_charge:R:1 method="wB97M-V/def2-TZVPD" orbital_gap_ev=6.278 multiplicity=1 total_charge=-2 relative_energy_kcal_mol=37.2 homo_ev=-0.7 lumo_ha=0.2032 total_energy_ha=-1179.41381
O 0.1899 -1.3065 -1.5525 0.788 -0.941 0.855 -0.80
C -0.3735 -0.2078 -1.5083 -2.304 1.854 -0.851 0.20
O -0.4203 0.5695 -2.5060 0.302 0.208 0.697 -0.86
C -1.2548 0.2529 -0.2359 1.357 -0.754 0.229 0.37
C -2.6173 0.9554 -0.6084 0.780 -3.162 -1.113 -1.21
S -3.3023 2.0555 0.5359 -0.895 1.127 1.260 -0.61
N -0.3147 1.0585 0.6252 -0.223 0.576 0.023 -0.50
H -1.4418 -0.7228 0.3377 0.112 1.344 -0.616 0.41
H -2.5076 1.3501 -1.6001 0.303 0.542 -0.448 0.33
H -3.2626 0.0408 -0.7835 0.199 0.793 0.158 0.27
H -0.8685 1.4101 1.4498 0.536 0.089 -1.410 0.20
H 0.0698 1.8901 0.0871 -1.117 -1.341 0.874 0.08
H 2.6260 1.2860 -2.8071 1.522 -1.688 0.604 0.26
H 1.0057 1.2908 -2.8913 1.931 0.767 -0.022 0.44
O 1.9083 1.8325 -2.9876 -3.540 0.912 -0.572 -0.71
H 2.3821 2.1816 0.5025 -0.322 -0.999 0.011 0.33
H 1.7674 3.3970 -0.1084 -3.773 1.274 -2.232 0.32
O 2.5019 3.0957 0.2974 4.193 -0.340 2.194 -0.64
H -1.8056 -0.2252 2.3424 -0.477 0.138 -0.313 0.34
H -3.3377 0.0881 1.9030 1.882 0.067 1.370 0.27
O -2.7180 -0.2384 2.6558 -1.350 -0.241 -0.614 -0.62
H 1.4876 -1.3104 0.0349 1.334 1.335 1.230 0.28
H 1.1866 -0.2055 1.0269 0.289 0.268 -0.233 0.57
O 1.9617 -0.7485 0.7434 -1.308 -0.427 -1.425 -0.85
H 0.4583 -2.5338 -0.5969 -0.535 -0.493 -0.528 0.52
H -0.0275 -3.9806 -0.1010 0.839 0.959 -0.361 0.25
O 0.7661 -3.4354 -0.3097 -0.631 -1.213 0.776 -0.73
H 2.3113 -1.8963 1.8828 -0.550 -0.243 -0.434 0.46
H 1.4911 -3.1873 1.8645 -2.964 -1.660 -2.611 0.28
O 2.1386 -2.7563 2.3073 3.622 1.248 3.502 -0.68

***

(8)
28
Properties=species:S:1:pos:R:3:forces:R:3:mulliken_charge:R:1 method="wB97M-V/def2-TZVPD" orbital_gap_ev=7.471 multiplicity=1 total_charge=-1 relative_energy_kcal_mol=0.0 homo_ev=-4.2 lumo_ha=0.1214 total_energy_ha=-954.32306
C 1.3704 0.5861 2.2593 -0.145 0.165 0.238 -0.89
N 0.9459 1.2440 1.0415 0.334 -0.060 -0.371 -0.34
C 0.1563 0.3802 0.1418 -0.101 0.893 0.814 0.54
C -0.3374 1.1680 -1.0545 0.108 -0.013 -0.456 -0.79
S -1.1817 0.1134 -2.2925 0.179 0.031 -0.020 -0.60
H 2.0536 1.2395 2.8088 0.025 -0.112 -0.030 0.32
H 1.8899 -0.3405 2.0129 0.060 0.039 -0.018 0.31
H 0.5452 0.3278 2.9431 -0.027 -0.072 -0.067 0.27
H 0.4449 2.1005 1.2440 -0.051 -0.077 -0.020 0.24
H 0.7956 -0.4586 -0.1190 -0.037 -0.172 -0.215 0.10
H -0.7016 -0.0122 0.6952 -0.121 -0.334 -0.145 -0.48
H 0.5157 1.6782 -1.5224 -0.122 -0.145 0.095 0.27
H -1.0225 1.9626 -0.7357 0.042 -0.134 0.165 0.39
H 1.5519 0.1037 -3.2317 -0.101 -0.027 0.028 0.33
H 1.6333 -0.7221 -1.9962 -0.097 -0.068 -0.066 0.33
O 2.2085 -0.2965 -2.6449 0.045 -0.054 -0.132 -0.76
H -1.9656 -0.1558 2.4418 0.072 0.031 0.152 0.33
H -2.9824 -0.6991 1.4649 -0.083 0.169 0.311 0.43
O -2.9026 -0.3589 2.3864 -0.015 -0.121 -0.320 -0.72
H 3.0657 0.9841 -1.5317 -0.217 -0.258 -0.239 0.41
H 2.6215 1.5245 -0.1615 -0.258 0.021 0.032 0.36
O 3.3059 1.6092 -0.8419 0.479 0.384 0.317 -0.74
H -3.7447 -1.5658 -0.6338 -0.018 -0.091 0.124 0.22
H -2.4714 -0.7285 -0.9779 0.110 -0.274 0.470 0.13
O -2.9209 -1.2785 -0.2262 -0.166 0.399 -0.598 -0.69
H -0.5190 -2.8355 -1.1316 0.028 0.140 -0.096 0.29
H -1.5477 -2.4767 -0.0874 0.123 -0.212 -0.106 0.44
O -0.8065 -3.0932 -0.2509 -0.043 -0.046 0.153 -0.69